Entry 1:
A cluster of 2 separate species, C6H10O in total. Source: OMol25; level of theory: the ωB97M-V functional and the def2-TZVPD basis.

Geometry as XYZ:
```
17
Properties=species:S:1:pos:R:3
O 2.322 -0.931 0.748
C 1.774 -0.284 -0.312
C -0.594 -1.484 -0.564
C -1.334 -0.554 0.034
C -1.352 0.877 -0.430
C 0.034 1.559 -0.475
C 1.148 0.878 -0.349
H 2.308 -0.340 1.508
H 1.984 -0.820 -1.232
H -0.404 -2.461 -0.131
H -0.149 -1.287 -1.532
H -0.270 0.021 1.935
H -1.879 -0.813 0.938
H -1.728 0.920 -1.460
H -2.039 1.482 0.175
H 0.011 2.634 -0.659
H 0.168 0.605 1.807
```

## Properties
LUMO level = 0.96 eV
Total charge = 0
Energy relative to the best compared isomer or geometry (same formula, charge and spin) = 3.872 eV
HOMO energy = -8.62 eV
Gap between HOMO and LUMO = 9.581 eV

---

Entry 2:
A structure of composition C14H28Cl14 in a non-equilibrium geometry. Source: OMol25; level of theory: the ωB97M-V functional and the def2-TZVPD basis.

Geometry as XYZ:
```
56
Properties=species:S:1:pos:R:3
Cl 0.237 1.812 -1.340
C -0.179 0.930 0.176
C -0.104 -0.556 -0.068
Cl -0.678 -1.326 1.403
H -1.172 1.219 0.520
H 0.561 1.258 0.905
H 0.915 -0.885 -0.271
H -0.762 -0.871 -0.878
Cl 2.533 -0.482 -2.589
C 3.665 -1.458 -1.543
C 3.001 -1.923 -0.222
Cl 1.615 -2.965 -0.711
H 4.584 -0.891 -1.392
H 3.936 -2.332 -2.136
H 2.597 -1.087 0.349
H 3.594 -2.494 0.493
Cl -1.895 1.992 -2.974
C -3.177 2.564 -1.822
C -2.982 2.143 -0.364
Cl -1.481 2.923 0.223
H -4.097 2.053 -2.106
H -3.297 3.644 -1.904
H -2.912 1.100 -0.056
H -3.824 2.553 0.194
Cl -0.821 -3.067 -5.213
C 0.429 -2.390 -4.098
C 0.152 -2.822 -2.648
Cl -1.117 -1.786 -2.030
H 0.462 -1.301 -4.099
H 1.374 -2.802 -4.452
H 1.083 -2.505 -2.177
H 0.106 -3.887 -2.419
Cl -0.083 2.123 4.155
C -1.634 2.005 3.315
C -1.897 0.532 2.751
Cl -3.399 0.576 1.804
H -1.620 2.710 2.483
H -2.368 2.335 4.049
H -2.050 -0.282 3.459
H -1.211 0.339 1.926
Cl 3.052 5.163 1.855
C 1.363 4.653 2.148
C 0.789 3.976 0.908
Cl 1.302 2.282 0.870
H 0.743 5.527 2.344
H 1.242 4.054 3.051
H 1.125 4.524 0.028
H -0.294 4.053 0.817
Cl 0.910 -3.529 2.919
C 0.224 -3.201 1.274
C 0.457 -4.487 0.497
Cl -0.325 -4.460 -1.064
H 0.678 -2.322 0.816
H -0.826 -2.940 1.405
H -0.033 -5.259 1.089
H 1.509 -4.734 0.350
```

## Properties
LUMO level = 0.29 eV
Total charge = 0
Energy relative to the best compared isomer or geometry (same formula, charge and spin) = 27.742 eV
HOMO energy = -7.45 eV
Gap between HOMO and LUMO = 7.745 eV

---

Entry 3:
A cluster of 2 separate species, C4H11NO in total in a non-equilibrium geometry. Source: OMol25; level of theory: the ωB97M-V functional and the def2-TZVPD basis.

Geometry as XYZ:
```
17
Properties=species:S:1:pos:R:3
C 1.828 -0.215 0.931
C 0.369 -0.570 1.163
N -0.417 -1.209 0.147
C -1.103 -0.392 -0.782
C -0.256 0.345 -1.840
O -0.705 1.891 0.515
H 1.965 0.183 -0.077
H 2.513 -1.044 1.079
H 2.070 0.637 1.565
H -0.232 0.346 1.286
H 0.224 -1.188 2.052
H -0.333 -2.194 -0.048
H -1.398 0.515 -0.079
H -2.019 -0.878 -1.110
H -0.932 0.928 -2.459
H 0.382 1.030 -1.298
H 0.182 -0.407 -2.494
```

## Properties
LUMO level = -2.49 eV
Total charge = 0
Energy relative to the best compared isomer or geometry (same formula, charge and spin) = 7.381 eV
HOMO energy = -9.09 eV
Gap between HOMO and LUMO = 6.598 eV

---

Question: HOMO energy of number 3 (C4H11NO)?
Answer: -9.09 eV

---

Question: gap between HOMO and LUMO of number 2 (C14H28Cl14)?
Answer: 7.745 eV